(1)
Formula: C3H4N2S
Source: the OMol25 dataset
Level of theory: the ωB97M-V functional and the def2-TZVPD basis

Geometry as XYZ:
```
10
Properties=species:S:1:pos:R:3:forces:R:3
C -0.499305 0.375215 0.007604 1.4 -1.8 -0.8
C -0.283350 0.328135 1.372225 2.0 -1.9 3.9
C 0.284498 -0.695784 -0.844647 -1.5 0.6 -0.2
N -1.286583 1.225904 -0.453654 -2.3 2.2 -3.3
N 0.146121 0.053369 2.456590 -0.2 0.4 -0.8
S -0.978102 -1.834736 -1.399700 0.0 0.0 0.3
H 0.598195 -0.034725 -1.647922 0.6 -0.3 -0.3
H 1.067722 -1.253930 -0.363804 0.5 0.4 0.4
H -1.445691 1.193940 -1.547389 0.8 -0.2 2.8
H 0.816978 -0.110280 3.262698 -1.3 0.6 -2.0
```
Forces are in eV/Å.

**Energy above the lowest of the compared OMol25 structures with the same formula, charge and spin**: 480.89 kJ/mol
**Net charge**: 0
**Highest occupied orbital energy (spin up / spin down)**: -8.1153 / -6.7738 eV
**2S+1**: 1
**Gap between HOMO and LUMO (spin up / spin down)**: 7.5 / 4.9 eV
**LUMO level (spin up / spin down)**: -0.61 / -1.86 eV

(2)
Formula: C3H4N2S2
Source: the OMol25 dataset
Level of theory: the ωB97M-V functional and the def2-TZVPD basis

Geometry as XYZ:
```
11
Properties=species:S:1:pos:R:3:forces:R:3
C 1.098662 0.573895 -0.446563 -0.4 -0.4 -0.2
C 1.148249 -0.731437 -0.773484 -0.2 -0.4 0.3
C -0.788961 -0.417245 0.315380 -1.5 1.0 0.8
H -1.772266 1.703208 1.326594 0.2 0.0 -0.1
H 1.767369 1.385829 -0.623738 0.3 0.1 -0.2
H 1.867252 -1.298016 -1.325208 0.3 0.0 0.0
H -0.216162 -2.288628 -0.214839 -0.3 -1.4 -0.1
N -0.106970 0.781759 0.191438 -0.5 -1.0 0.3
N -0.017866 -1.334006 -0.273793 1.4 1.8 -0.6
S -0.655683 2.281488 0.791286 -0.3 0.1 0.2
S -2.323624 -0.656847 1.032927 1.1 0.3 -0.4
```
Forces are in eV/Å.

**Energy above the lowest of the compared OMol25 structures with the same formula, charge and spin**: 73.15 kJ/mol
**Net charge**: 0
**Highest occupied orbital energy**: -7.8387 eV
**SMILES**: S=c1[nH]ccn1S
**2S+1**: 1
**Gap between HOMO and LUMO**: 8.4 eV
**LUMO level**: 0.60 eV

(3)
Formula: C3H4N2S2
Source: the OMol25 dataset
Level of theory: the ωB97M-V functional and the def2-TZVPD basis

Geometry as XYZ:
```
11
Properties=species:S:1:pos:R:3:forces:R:3
C -0.705885 1.210414 0.092933 1.3 -0.3 -1.2
C -2.055922 0.938501 0.397013 1.0 0.6 0.3
C 0.095687 0.568068 1.013581 1.7 0.6 0.6
N -2.291745 0.367960 1.517160 -0.2 -1.4 2.2
N 2.412883 -2.503607 -1.628341 -0.5 0.4 0.7
S -0.871419 -0.033740 2.282487 -0.4 0.1 -0.9
S 2.450368 -0.945478 -1.583311 0.3 -0.9 -0.4
H -0.361465 1.769756 -0.813776 -0.3 -0.8 1.0
H -2.922719 1.166312 -0.124070 -1.2 0.8 -1.4
H 3.014077 -3.006590 -2.280529 0.3 0.5 -0.3
H 1.236141 0.468403 1.126854 -2.1 0.4 -0.5
```
Forces are in eV/Å.

**Energy above the lowest of the compared OMol25 structures with the same formula, charge and spin**: 296.25 kJ/mol
**Net charge**: 0
**Highest occupied orbital energy (spin up / spin down)**: -8.8255 / -8.8235 eV
**2S+1**: 1
**Gap between HOMO and LUMO (spin up / spin down)**: 7.4 / 7.4 eV
**LUMO level (spin up / spin down)**: -1.40 / -1.40 eV

(4)
Formula: C3H4N2S2
Source: the OMol25 dataset
Level of theory: the ωB97M-V functional and the def2-TZVPD basis

Geometry as XYZ:
```
11
Properties=species:S:1:pos:R:3:forces:R:3
C 0.451948 0.734612 -0.032533 0.1 -0.4 -1.5
C 0.425715 -0.828731 0.054291 4.9 0.7 0.7
C -0.675466 -1.632586 0.319226 -1.9 1.1 0.0
H -1.679512 1.077028 -0.054442 4.1 1.2 2.2
H -0.677873 2.536519 0.231993 0.7 -2.9 0.6
H 2.087111 0.521782 -0.963002 1.5 -1.8 -0.4
H -0.722017 -2.387511 1.043905 0.4 -1.3 0.7
N -0.666315 1.463802 0.492571 -2.7 0.9 -2.8
N 1.498826 1.195666 -0.601204 -3.3 3.2 1.5
S 1.926754 -1.580923 -0.052681 -1.8 0.1 0.0
S -1.969169 -1.099653 -0.438121 -2.1 -0.8 -0.9
```
Forces are in eV/Å.

**Energy above the lowest of the compared OMol25 structures with the same formula, charge and spin**: 342.38 kJ/mol
**Net charge**: 0
**Highest occupied orbital energy**: -9.2810 eV
**SMILES**: [H]/N=C(/N)C(=S)C=S
**2S+1**: 1
**Gap between HOMO and LUMO**: 7.0 eV
**LUMO level**: -2.24 eV

(5)
Formula: C3H4N2S3
Source: the OMol25 dataset
Level of theory: the ωB97M-V functional and the def2-TZVPD basis

Geometry as XYZ:
```
12
Properties=species:S:1:pos:R:3:forces:R:3
C -2.714394 -0.606837 -1.656716 0.4 -1.4 1.4
C 1.029123 -0.027593 0.800293 -0.9 -2.7 0.2
C -0.597376 0.075949 -0.903867 1.7 -0.4 -3.2
N 0.250078 0.510611 0.011488 -0.6 2.1 0.4
N -1.953874 0.147573 -0.729539 2.3 0.1 -0.3
S -4.258208 -0.289461 -1.855851 -1.3 0.4 -0.7
S -2.010863 -2.176442 -2.110546 -0.8 0.7 -0.5
S -0.166653 -2.236391 -1.323375 0.3 0.9 0.5
H 1.640576 0.630302 1.349032 1.0 0.2 1.0
H 0.911161 -1.159857 0.918095 0.9 1.2 0.0
H -0.064332 0.357095 -1.903849 -1.9 -0.9 1.3
H -2.086513 0.012072 0.263382 -1.2 -0.1 0.1
```
Forces are in eV/Å.

**Energy above the lowest of the compared OMol25 structures with the same formula, charge and spin**: 190.32 kJ/mol
**Net charge**: 0
**Highest occupied orbital energy**: -7.7188 eV
**2S+1**: 1
**Gap between HOMO and LUMO**: 7.2 eV
**LUMO level**: -0.56 eV

(6)
Formula: C3H4N3
Source: the OMol25 dataset
Level of theory: the ωB97M-V functional and the def2-TZVPD basis

Geometry as XYZ:
```
10
Properties=species:S:1:pos:R:3:forces:R:3
C 1.622558 -0.233745 -0.175673 -3.4 -2.0 0.0
C -2.680301 -0.305265 -0.257443 0.2 -1.6 -1.0
C 2.716035 0.397513 -0.133878 3.5 2.6 2.0
N 0.547592 -0.818807 -0.082519 3.7 2.5 -0.8
N -3.336641 0.561041 0.071562 -0.5 1.8 0.9
N -0.411193 -1.418090 0.090425 -1.7 -3.1 0.6
H 2.721322 1.523988 -0.290214 0.2 -1.6 -0.4
H 3.613078 -0.043477 0.441355 -1.3 0.6 -1.3
H -3.378477 1.417942 0.586841 -0.8 0.4 0.0
H -1.413969 -1.081102 -0.250455 0.1 0.4 0.0
```
Forces are in eV/Å.

**Energy above the lowest of the compared OMol25 structures with the same formula, charge and spin**: 313.82 kJ/mol
**Net charge**: +1
**Highest occupied orbital energy**: -14.5122 eV
**2S+1**: 1
**Gap between HOMO and LUMO**: 8.4 eV
**LUMO level**: -6.15 eV

(7)
Formula: C3H4N3O2
Source: the OMol25 dataset
Level of theory: the ωB97M-V functional and the def2-TZVPD basis

Geometry as XYZ:
```
12
Properties=species:S:1:pos:R:3:forces:R:3
C 0.887905 -0.737614 0.355419 0.2 -2.9 0.3
C -1.024755 0.507788 1.432804 -0.9 -0.9 0.4
C 0.044357 1.232265 -0.707889 1.7 -0.2 -0.4
N 0.835453 0.059646 -0.723153 -1.1 1.8 2.1
N -0.686236 1.447001 0.370556 -2.4 1.8 1.2
N 0.816719 -2.106451 -0.014096 0.0 -0.3 1.1
O -1.776608 0.989496 2.289106 0.6 0.1 -0.7
O 0.130795 1.994068 -1.654317 -0.4 0.5 -1.2
H 0.983104 -0.288041 -1.602761 0.2 -1.0 -2.8
H -1.406916 2.229293 0.307372 1.5 -0.9 -0.1
H 0.581602 -2.642038 0.829156 0.6 0.2 -0.8
H 0.614580 -2.685412 -0.882196 0.0 1.7 0.8
```
Forces are in eV/Å.

**Energy above the lowest of the compared OMol25 structures with the same formula, charge and spin**: 268.30 kJ/mol
**Net charge**: -1
**Highest occupied orbital energy**: -1.8247 eV
**2S+1**: 1
**Gap between HOMO and LUMO**: 5.9 eV
**LUMO level**: 4.07 eV

(8)
Formula: C3H4N3S
Source: the OMol25 dataset
Level of theory: the ωB97M-V functional and the def2-TZVPD basis

Geometry as XYZ:
```
11
Properties=species:S:1:pos:R:3:forces:R:3
C -1.830390 -0.558618 -0.890236 -1.0 0.4 0.2
C -0.769068 1.086273 0.099777 1.0 1.7 0.2
C -0.586512 -1.087506 -0.786343 2.3 1.5 1.3
N -1.953246 0.704775 -0.337303 0.5 1.0 0.1
N 0.180454 0.128741 -0.016130 -1.0 -3.5 -1.8
N 1.623333 0.093587 0.124640 0.4 -1.0 1.6
S 0.254316 -2.532302 -1.254275 -0.2 0.7 0.4
H -2.764599 -0.961272 -1.356103 1.3 0.0 0.5
H -0.466756 2.189559 0.397147 -0.9 -2.5 -0.3
H 1.902030 -0.985936 0.205909 -1.3 2.7 -0.5
H 1.920735 0.526775 1.067591 -1.1 -1.0 -1.7
```
Forces are in eV/Å.

**Energy above the lowest of the compared OMol25 structures with the same formula, charge and spin**: 176.32 kJ/mol
**Net charge**: -1
**Highest occupied orbital energy**: -2.5106 eV
**SMILES**: Nn1cncc1[S-]
**2S+1**: 1
**Gap between HOMO and LUMO**: 6.5 eV
**LUMO level**: 3.94 eV

(9)
Formula: C3H4N4
Source: the OMol25 dataset
Level of theory: the ωB97M-V functional and the def2-TZVPD basis

Geometry as XYZ:
```
11
Properties=species:S:1:pos:R:3:forces:R:3
C 1.464023 0.964886 -0.516167 -0.5 0.5 -1.3
C -1.536935 -0.887494 0.121966 -0.3 2.8 0.7
C -0.812871 -0.723226 1.328860 0.6 0.0 -5.2
H 1.143967 0.446960 -2.349572 0.7 1.7 1.1
H 1.909842 1.357254 0.501818 -0.3 -0.4 -2.7
H -2.758430 -1.030985 0.201152 3.7 0.0 -1.3
H -1.078692 -1.097783 2.149359 -2.0 -2.9 6.8
N 1.741581 1.135334 -1.768726 -0.6 -1.7 2.1
N 0.277992 0.256774 -0.075438 1.9 -1.8 0.3
N -0.720151 -0.205575 -0.773887 -2.5 -0.2 -0.3
N 0.369674 -0.216145 1.180637 -0.7 2.0 -0.2
```
Forces are in eV/Å.

**Energy above the lowest of the compared OMol25 structures with the same formula, charge and spin**: 393.34 kJ/mol
**Net charge**: 0
**Highest occupied orbital energy**: -10.1431 eV
**SMILES**: [H]/N=C\n1nccn1
**2S+1**: 1
**Gap between HOMO and LUMO**: 10.3 eV
**LUMO level**: 0.11 eV

(10)
Formula: C3H4N4
Source: the OMol25 dataset
Level of theory: the ωB97M-V functional and the def2-TZVPD basis

Geometry as XYZ:
```
11
Properties=species:S:1:pos:R:3:forces:R:3
N 1.975048 -0.238592 -0.487038 -0.5 -0.4 -0.2
C 0.623408 -0.201660 -0.197900 -1.6 0.1 -1.7
C 0.114378 0.792378 0.613795 -0.7 -0.5 -0.3
N -1.190126 0.716102 0.955707 -0.4 0.2 0.0
C -2.023449 -0.087645 0.371081 0.8 -1.2 -0.6
N -1.677592 -0.925878 -0.743992 1.0 1.1 1.8
N -0.432866 -1.034644 -1.032152 1.9 1.9 2.0
H 2.547034 0.605264 -0.482210 -0.7 -0.5 0.2
H 2.416330 -1.045524 -0.890534 -0.3 0.0 -0.2
H 0.653467 1.658327 1.043847 0.0 -0.9 -0.3
H -3.005632 -0.238124 0.849392 0.4 0.2 -0.8
```
Forces are in eV/Å.

**Energy above the lowest of the compared OMol25 structures with the same formula, charge and spin**: 288.79 kJ/mol
**Net charge**: 0
**Highest occupied orbital energy**: -8.8243 eV
**SMILES**: Nc1cncnn1
**2S+1**: 1
**Gap between HOMO and LUMO**: 9.1 eV
**LUMO level**: 0.27 eV